[1]
A structure of composition C10H25ClIN2P2Sn in a non-equilibrium geometry. Source: the OMol25 dataset; level of theory: the ωB97M-V functional and the def2-TZVPD basis.

Each line ends with the Mulliken charge.
Positions of all 42 atoms, in Å:
C -1.8466 0.0434 -1.3456  -1.017
I 2.8702 -0.0339 0.6451  0.273
H -1.7698 0.1356 -2.4356  0.423
H -2.3598 0.9103 -0.9174  0.386
H -2.3406 -0.8940 -1.0716  0.397
Sn 0.2211 -0.0024 -0.6124  1.123
P 0.4535 2.5415 -0.8136  0.627
C 0.1017 3.4164 0.7145  -1.167
C 2.1384 3.0073 -1.2485  -1.160
H 2.1101 4.0445 -1.6054  0.480
H -0.4568 4.2726 -2.1443  0.494
H 2.4943 2.3371 -2.0363  0.378
H -0.5294 2.6919 -2.9978  0.381
H 0.7882 3.0233 1.4706  0.341
H 2.7953 2.9098 -0.3767  0.402
C -0.6822 3.2051 -2.0431  -1.160
H 0.2122 4.5035 0.6646  0.544
H -1.7247 3.0719 -1.7323  0.396
H -0.9365 3.1823 0.9701  0.366
P 0.3838 -2.5537 -0.8018  0.611
C 0.0118 -3.4186 0.7275  -1.148
C -0.7711 -3.2049 -2.0190  -1.187
H 2.4353 -2.4061 -2.0104  0.375
H 1.9998 -4.1044 -1.5830  0.479
H 2.7113 -2.9895 -0.3486  0.407
C 2.0578 -3.0682 -1.2255  -1.152
H -0.6349 -2.6781 -2.9687  0.389
H -0.5417 -4.2701 -2.1363  0.488
H 0.0877 -4.5084 0.6995  0.555
H -1.0205 -3.1481 0.9695  0.391
H -1.8082 -3.0789 -1.6860  0.413
H 0.7144 -3.0339 1.4725  0.362
Cl 1.0226 -0.0197 -2.9843  -0.315
N -1.0880 0.7083 4.0969  -0.020
C -1.1205 -0.6805 4.1507  -0.664
C -0.7801 -1.0966 2.8933  -0.538
N -0.5712 -0.0175 2.0673  0.215
C -0.7384 1.0575 2.8251  -0.706
H -1.2631 1.4048 4.7899  0.218
H -1.3583 -1.2508 5.0239  0.429
H -0.6482 -2.0583 2.4660  0.459
H -0.6188 2.0495 2.4973  0.434

Charge = +3
Calculated total energy = -2159.32935 Eh
Frontier orbital gap (alpha / beta) = 3.37 / 3.21 eV

[2]
The molecule C6H12O. Source: the OMol25 dataset; level of theory: the ωB97M-V functional and the def2-TZVPD basis.

Each line ends with the Mulliken charge.
Positions of all 19 atoms, in Å:
C 0.2695 -2.2605 -0.7767  -1.660
C -0.1002 -1.1705 0.2227  0.665
C 1.1286 -0.5279 0.9159  -0.653
O 1.0377 0.8763 0.7401  -0.415
C -0.3201 1.1979 0.4768  0.580
C -0.3822 2.5759 -0.1495  -1.494
C -0.7992 0.0449 -0.4028  -1.003
H 0.7873 -3.0933 -0.2879  0.398
H 0.9335 -1.8604 -1.5522  0.398
H -0.6200 -2.6654 -1.2717  0.366
H -0.7537 -1.6044 0.9899  0.283
H 1.1540 -0.7753 1.9879  0.246
H 2.0746 -0.8564 0.4695  0.338
H -0.8906 1.1961 1.4238  0.222
H 0.0454 3.3248 0.5246  0.347
H -1.4203 2.8529 -0.3612  0.358
H 0.1845 2.5910 -1.0869  0.364
H -0.4391 0.2044 -1.4279  0.291
H -1.8896 -0.0503 -0.4343  0.369

Calculated total energy = -311.04744 Eh
SMILES = C[C@H]1CO[C@@H](C)C1
Frontier orbital gap = 10.72 eV

[3]
A structure of composition C21H18Cl48F10OSSi2 in a non-equilibrium geometry. Source: the OMol25 dataset; level of theory: the ωB97M-V functional and the def2-TZVPD basis.

Each line ends with the Mulliken charge.
Positions of all 101 atoms, in Å:
C 2.6093 -2.4942 0.7691  -0.704
C 2.2973 -0.8804 0.7474  -0.112
C 2.8063 -0.1213 -0.6210  0.090
F 3.8357 -0.9269 -1.3245  -0.289
Si 1.3849 0.3179 -1.8559  0.954
O 0.8106 2.0063 -1.6924  -0.273
Si 0.0092 2.0313 -0.1175  0.467
C -1.1900 3.5185 0.1427  -0.742
C -2.3517 3.1756 1.2964  -0.226
C -3.7316 2.8641 0.4301  -0.554
C -4.8027 1.9078 1.2451  -0.727
C -4.4045 0.2849 1.1505  0.693
F -3.0751 0.0547 0.5170  -0.180
F -4.2084 -0.1135 2.5971  -0.252
C -5.6143 -0.6596 0.5994  0.628
F -5.3701 -2.0348 1.1764  -0.267
F -6.9255 -0.2284 1.2142  -0.243
S -5.7487 -0.8727 -1.2420  1.195
F -7.2570 0.0087 -1.1624  -0.297
F -6.6986 -2.3079 -0.9688  -0.355
F -4.3159 -1.7977 -1.3876  -0.281
F -4.9942 0.6110 -1.6249  -0.280
F -6.0052 -1.1104 -2.9249  -0.266
H 2.6872 -2.9837 -0.3019  0.274
H 1.7079 -3.0210 1.3258  0.194
H 3.5647 -2.6691 1.4389  0.198
H 1.1384 -0.7569 0.9490  0.101
H 2.8436 -0.3559 1.6539  0.266
H 3.2935 0.9010 -0.2734  0.211
H 1.8640 0.0564 -3.2329  -0.520
H 0.2285 -0.5807 -1.6669  -0.148
H -0.6191 0.7201 0.0638  -0.198
H 1.0624 2.1611 0.9024  -0.170
H -0.6057 4.4942 0.5003  0.360
H -1.7420 3.8218 -0.8593  0.371
H -2.0007 2.2284 1.8878  0.111
H -2.4839 4.1248 1.9956  0.288
H -3.4136 2.3396 -0.5861  0.234
H -4.2784 3.8849 0.1588  0.334
H -4.9952 2.2492 2.3574  0.293
H -5.8367 2.0217 0.6639  0.282
C 4.5431 1.0966 -5.0407  0.228
Cl 4.6617 1.6641 -6.7255  -0.096
Cl 3.6293 -0.4323 -4.9920  -0.077
Cl 6.1791 0.8317 -4.3865  0.007
Cl 3.7021 2.3226 -4.0589  -0.055
C 6.9431 4.6770 -4.1798  0.221
Cl 7.6817 3.5960 -2.9714  -0.053
Cl 7.0579 3.9304 -5.7936  -0.041
Cl 5.2298 4.9440 -3.7696  -0.059
Cl 7.8027 6.2376 -4.1849  -0.080
C -3.5569 0.0947 6.3731  0.130
Cl -4.0468 0.6609 7.9899  0.010
Cl -4.9848 -0.5167 5.5001  -0.094
Cl -2.8382 1.4470 5.4626  -0.071
Cl -2.3581 -1.2128 6.5398  0.007
C -1.1569 -2.0911 -5.2894  0.104
Cl -0.7230 -3.8183 -5.2358  -0.093
Cl -2.7579 -1.8575 -4.5430  -0.026
Cl 0.0592 -1.1450 -4.3946  -0.165
Cl -1.2061 -1.5434 -6.9841  -0.081
C 8.7431 -1.3878 -1.7582  0.250
Cl 9.4817 -2.4688 -0.5498  -0.111
Cl 8.8579 -2.1344 -3.3720  -0.094
Cl 7.0298 -1.1208 -1.3480  0.014
Cl 9.6027 0.1728 -1.7633  -0.084
C 5.7430 7.9486 -7.3537  0.314
Cl 5.3541 9.1117 -6.0613  -0.093
Cl 5.3399 8.6620 -8.9359  -0.101
Cl 7.4817 7.5626 -7.3020  -0.078
Cl 4.7965 6.4580 -7.1158  -0.039
C 0.9431 -4.2247 -9.4199  0.277
Cl 1.9339 -5.7014 -9.3099  -0.093
Cl 1.1390 -3.4969 -11.0344  -0.094
Cl -0.7703 -4.6381 -9.1588  -0.080
Cl 1.4696 -3.0622 -8.1766  -0.018
C -9.8569 -1.5996 -3.0922  0.293
Cl -10.3468 -1.0334 -1.4755  -0.097
Cl -11.2848 -2.2110 -3.9653  -0.103
Cl -9.1382 -0.2473 -4.0028  -0.094
Cl -8.6581 -2.9071 -2.9256  -0.073
C 2.0152 -2.7275 4.8354  0.182
Cl 3.4179 -2.3564 5.8694  -0.114
Cl 2.3555 -4.1892 3.8749  0.021
Cl 0.5822 -3.0082 5.8565  -0.070
Cl 1.7050 -1.3564 3.7407  -0.052
C 2.6152 -8.1415 3.2971  0.338
Cl 2.1253 -7.5752 4.9138  -0.084
Cl 1.1873 -8.7528 2.4240  -0.089
Cl 3.3340 -6.7891 2.3865  -0.084
Cl 3.8141 -9.4489 3.4638  -0.093
C 0.5152 -0.0514 9.1125  0.218
Cl 1.6803 0.9272 10.0396  -0.094
Cl -0.4837 1.0188 8.0967  -0.059
Cl 1.3973 -1.2009 8.0755  0.008
Cl -0.5333 -0.9506 10.2378  -0.072
C -3.3848 2.0330 11.7280  0.234
Cl -4.4332 3.4475 11.4545  -0.096
Cl -4.3936 0.5892 11.9969  -0.104
Cl -2.3490 1.7765 10.3011  0.043
Cl -2.3634 2.3188 13.1597  -0.106

Calculated total energy = -24950.82958 Eh
Frontier orbital gap = 7.76 eV

[4]
The molecule C17H21N3O3S. Source: the OMol25 dataset; level of theory: the ωB97M-V functional and the def2-TZVPD basis.

Each line ends with the Mulliken charge.
Positions of all 45 atoms, in Å:
C -0.9108 -1.5197 1.4529  -1.171
C -1.3521 -0.2705 0.7623  1.257
N -2.3843 -0.4368 -0.1121  -0.282
C -2.8277 0.6027 -0.7347  0.153
S -4.1749 0.4288 -1.8345  -0.199
C -4.5984 -1.2913 -1.4532  -0.545
C -4.8118 -1.4478 0.0510  0.490
N -4.4419 -2.6590 0.5242  -0.385
O -5.3333 -0.6023 0.7335  -0.612
N -2.3059 1.8377 -0.5935  -0.070
C -1.2338 2.1089 0.2701  0.257
O -0.7990 3.2394 0.3460  -0.698
C -0.7676 0.9423 0.9886  -0.035
C 0.3805 1.1416 1.9389  -1.779
C 1.6567 0.5791 1.3679  0.167
C 2.3642 -0.4290 2.0115  -0.174
C 3.5262 -0.9350 1.4677  -0.622
C 4.0185 -0.4465 0.2564  0.777
O 5.1604 -1.0379 -0.1867  -0.445
C 5.8252 -0.5477 -1.3427  0.527
C 6.7864 -1.6498 -1.7777  -1.539
C 6.5766 0.7478 -1.0345  -1.287
C 3.3142 0.5641 -0.3913  -0.170
C 2.1494 1.0624 0.1646  -0.926
H 0.1416 -1.7086 1.2487  0.289
H -1.0320 -1.4167 2.5301  0.321
H -1.5059 -2.3582 1.1044  0.328
H -3.8056 -1.9358 -1.8278  0.357
H -5.5319 -1.4896 -1.9803  0.378
H -4.5037 -2.8098 1.5180  0.246
H -3.8792 -3.2905 -0.0163  0.217
H -2.6954 2.6234 -1.1018  0.255
H 0.4949 2.2180 2.0899  0.434
H 0.1635 0.6705 2.8995  0.428
H 2.0094 -0.8171 2.9560  0.363
H 4.0791 -1.7164 1.9653  0.417
H 5.0940 -0.3755 -2.1463  0.265
H 7.3251 -1.3446 -2.6702  0.421
H 7.4977 -1.8508 -0.9813  0.347
H 6.2362 -2.5631 -1.9880  0.366
H 7.0702 1.1141 -1.9306  0.372
H 7.3251 0.5612 -0.2680  0.339
H 5.8957 1.5128 -0.6691  0.388
H 3.6578 0.9753 -1.3276  0.353
H 1.6183 1.8543 -0.3429  0.429

Calculated total energy = -1448.63603 Eh
SMILES = Cc1nc(SCC(N)=O)[nH]c(=O)c1Cc1ccc(OC(C)C)cc1
Frontier orbital gap = 8.64 eV